2 unconnected molecules or ions with the total composition C4H9NO3 in a non-equilibrium geometry. Source: the OMol25 dataset; level of theory: ωB97M-V with the def2-TZVPD basis set.

```
17
Properties=species:S:1:pos:R:3:forces:R:3
O 1.25503 -1.68860 -2.97186 0.2681 0.3785 0.0637
C 0.70681 -2.03153 -1.96745 -1.0797 -1.5167 0.3855
C 0.80039 -1.45120 -0.59902 2.3019 1.9703 0.6604
C -0.45268 -0.73402 -0.12631 -1.2603 -1.1888 0.0011
N -0.18566 0.36140 0.78656 -0.8388 -1.7218 -1.1604
C -1.00959 0.54818 1.84514 0.9613 1.5263 1.1921
O -0.87176 1.47805 2.61660 -0.0993 0.2914 -0.2069
H -0.00115 -2.90762 -1.96198 0.2053 0.2346 -0.4153
H 1.28511 -2.10187 0.13786 -0.8476 -0.6745 -0.1080
H 1.60996 -0.69299 -0.59508 -0.3582 0.0965 -0.5822
H -1.09530 -0.50700 -0.99019 0.4800 0.7686 -0.0743
H -1.13546 -1.41822 0.39061 0.3482 -0.1144 0.2471
H 0.51001 1.01215 0.46659 -0.0996 0.4666 0.5917
H -1.78711 -0.18068 2.08804 0.0636 -0.5361 -0.7264
O 0.00875 3.77532 0.28873 0.1297 0.7192 -0.7120
H 0.56522 3.37799 -0.39486 -0.2604 -0.1271 0.5280
H -0.20258 3.16064 0.98662 0.0857 -0.5727 0.3159
```
Positions in Å, forces in eV/Å.

SMILES string	O=CCCNC=O.O



10 unconnected molecules or ions with the total composition C14H22Cl26 in a non-equilibrium geometry. Source: the OMol25 dataset; level of theory: ωB97M-V with the def2-TZVPD basis set.

```
62
Properties=species:S:1:pos:R:3:forces:R:3
Cl -0.81921 1.25434 1.43610 0.3405 0.0317 -0.2413
C -0.82371 0.69459 -0.25091 -0.6235 0.0200 0.4663
Cl -2.42460 1.06150 -0.92840 0.3154 -0.0850 -0.1813
Cl -0.50606 -1.05118 -0.28570 -0.0374 0.3219 -0.1985
H -0.06368 1.22493 -0.82468 -0.1708 -0.1750 0.1041
Cl -2.21450 5.54146 3.09964 0.0923 -0.2834 -0.0636
C -3.43137 4.31474 2.80813 -0.9074 -0.1373 -0.3745
Cl -5.04836 5.06986 2.73423 0.0508 0.1465 -0.1087
Cl -3.49785 3.05322 4.01530 0.4103 -0.1400 0.4327
H -3.30758 3.79765 1.85661 0.3557 0.4138 0.0610
Cl -7.77858 2.50601 -1.63706 0.3964 0.4771 0.9675
C -6.77902 2.95788 -0.17907 0.0012 -1.1086 -0.7991
Cl -5.23832 3.62050 -0.74928 -0.1091 -0.1945 0.2379
Cl -6.54151 1.43610 0.79479 -0.0944 1.3847 -0.4598
H -7.26590 3.75321 0.38528 -0.1011 -0.5260 0.0300
Cl 2.49842 -0.56009 5.02255 0.4591 0.4500 -0.3353
C 3.98783 0.32601 4.55572 -0.6852 -0.6574 -1.4961
Cl 3.84935 1.03692 2.84958 -0.2823 -0.1980 1.4552
Cl 5.32476 -0.83642 4.42125 -0.1659 0.5959 0.6760
H 4.05730 1.14345 5.27341 0.6724 -0.2634 -0.2737
Cl -5.58758 -2.40018 3.46572 -0.1203 0.4282 -0.2194
C -4.87821 -0.82296 3.84963 0.8103 -0.5437 0.8561
Cl -6.01031 0.44543 4.14804 -0.9609 0.5647 -0.3696
Cl -3.62758 -0.33577 2.67395 -0.5339 -0.1059 0.2264
H -4.45912 -0.94039 4.84897 0.6469 -0.2678 -0.5467
Cl -3.18481 -4.52705 1.87975 -0.6058 -0.5183 -0.2815
C -1.85541 -3.48311 2.17062 0.4372 1.3830 0.3238
Cl -0.32332 -4.21008 1.80230 0.6913 -0.5085 -0.4431
Cl -1.81261 -2.91323 3.84102 -0.0716 -0.1214 0.5954
H -1.91671 -2.56106 1.59256 -0.3004 -0.3591 -0.1679
Cl 1.85967 -5.25094 -1.63299 1.1026 -0.9374 0.2623
C 0.85740 -3.92089 -2.12229 -1.3025 -0.2025 -0.2986
C -0.36425 -4.45069 -2.86070 -0.5195 0.8230 0.0272
Cl 0.11677 -5.19804 -4.39518 -0.0819 -0.3624 -0.0261
H 1.38971 -3.27332 -2.81899 0.1616 0.2174 0.5575
H 0.55015 -3.50639 -1.16214 0.0035 0.6924 -0.4319
H -1.01874 -3.63254 -3.16131 0.2030 0.2883 0.1030
H -1.01204 -5.08131 -2.25177 0.4671 -0.4893 -0.1179
Cl 2.86764 -1.21584 -0.31974 -1.9267 0.5896 -0.6594
C 4.17799 -2.21930 0.17315 0.8775 0.2468 0.2366
C 5.41414 -1.42042 -0.26287 0.1057 -0.0480 0.3823
Cl 6.85056 -2.35481 0.05375 1.1560 -0.7751 0.3289
H 4.07511 -3.22678 -0.22996 0.2341 0.2269 -0.3422
H 4.04096 -2.29382 1.25193 0.7018 -0.0129 0.0311
H 5.53290 -0.49771 0.30510 -0.3999 -0.0815 0.1416
H 5.49607 -1.12780 -1.30966 -0.7373 -0.3345 -0.0115
Cl 0.75521 2.35131 -3.61242 0.3697 0.7992 0.4794
C 0.35801 0.85114 -4.43276 0.1675 -0.7486 -0.1182
C 0.94143 0.85960 -5.85020 -0.3610 -0.2261 -0.7589
Cl 0.07203 -0.28665 -6.94326 -0.3830 0.1271 0.2313
H -0.72838 0.80083 -4.35993 0.0914 -0.1626 -0.6832
H 0.74904 0.04048 -3.81794 0.1120 -0.0421 -0.1927
H 1.95248 0.49823 -6.03808 0.1351 0.3316 1.0793
H 0.87028 1.85222 -6.29487 -0.2032 -0.0974 0.0887
Cl 3.87113 1.68345 -1.86711 0.4431 -0.0379 -0.9183
C 2.98277 2.14946 -0.44015 -0.2648 0.0680 0.7962
C 3.02246 3.66143 -0.25306 -0.6124 -0.5604 0.2235
Cl 2.18983 4.06421 1.27139 0.0244 -0.0151 0.5587
H 3.44188 1.59426 0.37782 -0.0595 0.3567 0.0559
H 1.95688 1.78792 -0.51023 0.0583 0.1204 -0.1460
H 2.35718 4.15203 -0.96356 0.8162 0.0121 -0.4710
H 4.05188 4.01450 -0.19197 -0.2887 0.2100 -0.2797
```
Positions in Å, forces in eV/Å.

SMILES string	ClC(Cl)Cl.ClC(Cl)Cl.ClC(Cl)Cl.ClC(Cl)Cl.ClC(Cl)Cl.ClC(Cl)Cl.ClCCCl.ClCCCl.ClCCCl.ClCCCl



Number 1: highest occupied orbital energy -10.34 eV. Number 2: highest occupied orbital energy -10.64 eV.